168
Properties=species:S:1:pos:R:3 method="wB97M-V/def2-TZVPD" homo_energy_ev=-8.3774 e_lumo_ev=-1.990 e_tot_ha=-3029.4648 total_charge=+1 homo_lumo_gap_ha=0.2347
C -28.007 -26.162 -23.853
O -27.666 -27.490 -24.191
C -27.070 -28.181 -23.092
C -26.796 -29.572 -23.592
N -26.265 -29.528 -24.973
H -26.102 -30.505 -25.304
H -26.901 -28.988 -25.561
C -24.905 -28.891 -24.984
C -24.212 -29.062 -26.335
O -24.708 -30.162 -27.021
C -24.221 -30.300 -28.325
H -28.787 -26.069 -23.096
H -28.335 -25.708 -24.788
H -27.123 -25.591 -23.536
H -27.781 -28.182 -22.265
H -26.148 -27.656 -22.804
H -27.721 -30.141 -23.655
H -26.112 -30.152 -22.984
H -24.350 -29.385 -24.194
H -25.031 -27.841 -24.736
H -23.134 -29.149 -26.112
H -24.252 -28.124 -26.907
H -24.904 -30.940 -28.880
H -23.258 -30.823 -28.348
H -24.151 -29.399 -28.942
C -30.097 -33.568 -32.108
O -29.177 -34.635 -32.313
C -28.099 -34.247 -33.116
C -27.093 -33.353 -32.449
N -26.350 -34.019 -31.326
H -25.976 -34.941 -31.559
H -25.532 -33.448 -31.099
C -27.136 -34.263 -30.033
C -26.933 -33.192 -29.014
O -27.537 -32.035 -29.596
C -27.502 -30.872 -28.788
H -30.828 -33.981 -31.418
H -30.661 -33.388 -33.030
H -29.629 -32.650 -31.757
H -28.403 -33.879 -34.102
H -27.617 -35.204 -33.357
H -27.497 -32.444 -32.008
H -26.301 -33.024 -33.123
H -26.738 -35.204 -29.660
H -28.169 -34.404 -30.324
H -25.877 -32.942 -28.851
H -27.438 -33.520 -28.101
H -26.920 -30.966 -27.867
H -28.514 -30.571 -28.503
H -27.057 -30.059 -29.373
C -26.554 -37.021 -21.269
C -26.392 -38.532 -21.224
C -24.961 -38.823 -20.800
N -24.657 -40.283 -20.662
C -23.202 -40.318 -20.196
C -22.447 -41.604 -20.490
C -22.685 -42.102 -21.906
C -24.170 -42.267 -22.120
C -24.805 -40.895 -22.034
C -25.508 -40.946 -19.670
H -27.573 -36.717 -21.541
H -25.980 -36.517 -22.048
H -26.449 -36.503 -20.309
H -26.532 -38.837 -22.262
H -27.097 -39.017 -20.554
H -24.781 -38.365 -19.821
H -24.247 -38.346 -21.477
H -22.760 -39.520 -20.795
H -23.186 -40.044 -19.145
H -21.384 -41.424 -20.333
H -22.740 -42.385 -19.777
H -22.196 -41.371 -22.559
H -22.179 -43.060 -22.040
H -24.564 -42.836 -22.956
H -24.494 -42.835 -21.235
H -24.396 -40.198 -22.772
H -25.885 -41.024 -22.105
H -26.526 -41.063 -20.031
H -25.513 -40.293 -18.798
H -25.134 -41.925 -19.390
C -21.838 -31.144 -24.285
C -21.504 -32.172 -23.204
C -22.747 -32.734 -22.594
N -22.581 -33.986 -21.762
C -23.945 -34.321 -21.222
C -24.419 -33.324 -20.153
C -23.374 -32.951 -19.131
C -22.044 -32.596 -19.772
C -21.589 -33.722 -20.673
C -22.146 -35.100 -22.612
H -20.965 -30.617 -24.659
H -22.449 -30.399 -23.751
H -22.494 -31.424 -25.111
H -20.874 -31.608 -22.505
H -20.789 -32.908 -23.583
H -23.472 -33.085 -23.333
H -23.340 -32.031 -22.021
H -24.675 -34.331 -22.029
H -23.944 -35.322 -20.786
H -24.690 -32.442 -20.744
H -25.377 -33.675 -19.771
H -23.751 -32.112 -18.539
H -23.217 -33.717 -18.362
H -22.061 -31.631 -20.280
H -21.349 -32.436 -18.945
H -20.665 -33.435 -21.169
H -21.457 -34.642 -20.105
H -22.832 -35.344 -23.416
H -22.088 -35.979 -21.961
H -21.098 -35.008 -22.887
C -29.774 -37.523 -23.730
C -30.339 -36.177 -24.154
C -30.835 -36.191 -25.581
N -31.319 -34.845 -26.073
C -30.069 -34.019 -26.230
C -30.238 -32.696 -26.987
C -30.950 -32.995 -28.307
C -32.243 -33.770 -28.114
C -31.977 -35.074 -27.424
C -32.313 -34.208 -25.143
H -30.356 -38.355 -24.139
H -29.836 -37.663 -22.651
H -28.759 -37.677 -24.099
H -29.650 -35.360 -23.937
H -31.188 -35.948 -23.502
H -31.690 -36.851 -25.739
H -30.055 -36.530 -26.267
H -29.354 -34.573 -26.850
H -29.575 -33.845 -25.276
H -29.259 -32.267 -27.178
H -30.838 -31.999 -26.398
H -30.248 -33.420 -29.029
H -31.216 -32.044 -28.785
H -32.551 -33.980 -29.144
H -33.027 -33.169 -27.660
H -31.254 -35.690 -27.971
H -32.828 -35.692 -27.142
H -32.349 -33.185 -25.503
H -31.950 -34.124 -24.124
H -33.245 -34.749 -25.254
C -27.222 -36.912 -27.510
C -28.414 -37.286 -28.405
O -29.006 -36.321 -29.000
O -28.745 -38.495 -28.417
H -27.084 -35.825 -27.440
H -26.321 -37.517 -27.583
H -27.516 -37.107 -26.462
C -26.662 -34.431 -24.222
C -26.337 -32.954 -24.514
O -26.960 -32.403 -25.450
O -25.697 -32.340 -23.620
H -25.723 -34.889 -23.901
H -27.028 -34.915 -25.131
H -27.448 -34.530 -23.485
C -28.900 -32.441 -21.479
C -29.829 -31.522 -22.317
O -30.444 -32.043 -23.277
O -29.806 -30.317 -21.987
H -28.770 -33.326 -22.098
H -29.307 -32.717 -20.509
H -27.921 -31.970 -21.423
C -24.892 -37.706 -24.732
C -23.382 -37.913 -24.556
O -22.651 -37.525 -25.485
O -23.007 -38.502 -23.488
H -25.310 -38.466 -25.391
H -25.189 -36.729 -25.127
H -25.400 -37.671 -23.757